Entry from the Open Molecules 2025 dataset: the ion C3H8N with charge +1 at a distorted geometry (ωB97M-V with the def2-TZVPD basis set).

```
12
Properties=species:S:1:pos:R:3
C 0.24803 0.63826 1.40953
C -0.67703 0.21857 0.28300
C 0.34078 -1.13711 -1.47701
N 0.08133 -0.00075 -0.95894
H 0.75134 1.56437 1.10445
H 0.88753 -0.20040 1.66812
H -0.28140 1.05909 2.26199
H -1.42930 0.99407 0.15121
H -1.19927 -0.70881 0.51133
H 0.69078 -1.14898 -2.50220
H 0.20059 -2.04789 -0.90910
H 0.38664 0.76958 -1.54238
```

For the lowest unoccupied orbital energy, the calculation gives -0.1996 Ha. The net charge is +1. The value obtained for the HOMO energy is -17.2 eV. For the total energy, the calculation gives -4723.174 eV. Its frontier orbital gap is 11.795 eV. The SMILES is C=[NH+]CC. For the energy above the lowest of the compared OMol25 structures with the same formula, charge and spin, the calculation gives 0.253 eV.